Density functional theory data (ωB97M-V with the def2-TZVPD basis set) for a molecular structure, C19H45Ba2NO11 at a distorted geometry.

Last column: Löwdin charge in e.
Positions of all 78 atoms, in Å:
Ba (2.001, -4.794, -0.333)  1.98
Ba (5.523, -1.773, 0.515)  2.01
O (1.678, -0.189, -0.099)  0.13
C (1.830, -1.475, -0.385)  -0.80
O (2.950, -2.070, -0.214)  -0.41
O (0.827, -2.134, -0.708)  -0.09
H (2.523, 0.214, 0.224)  0.10
O (4.136, 1.685, 3.073)  0.17
C (4.587, 0.750, 2.244)  -0.80
O (5.464, -0.067, 2.658)  -0.19
O (4.131, 0.625, 1.065)  -0.19
H (4.422, 1.320, 3.934)  0.15
C (-2.264, -5.830, -1.343)  -0.06
C (-1.174, -5.032, -2.050)  -0.29
O (0.044, -5.828, -2.093)  -0.25
H (-2.255, -6.837, -1.756)  0.09
H (-3.208, -5.286, -1.345)  0.10
H (-2.090, -5.955, -0.269)  0.07
H (-0.979, -4.019, -1.693)  0.08
H (-1.509, -4.793, -3.062)  0.13
H (-0.019, -6.483, -2.796)  0.10
C (-0.506, -0.649, -5.157)  -0.08
C (0.520, -1.019, -4.110)  -0.31
O (0.104, -2.274, -3.526)  -0.10
H (-0.575, -1.445, -5.898)  0.08
H (-0.225, 0.278, -5.657)  0.08
H (-1.503, -0.555, -4.728)  0.08
H (0.729, -0.232, -3.383)  0.10
H (1.486, -1.154, -4.614)  0.10
H (0.297, -2.189, -2.584)  0.01
C (0.158, -2.520, 2.813)  -0.07
C (-0.576, -3.787, 2.384)  -0.27
O (-0.569, -3.895, 0.956)  -0.21
H (-0.379, -1.635, 2.451)  0.06
H (1.179, -2.357, 2.453)  0.07
H (0.137, -2.449, 3.903)  0.09
H (-1.600, -3.789, 2.756)  0.13
H (-0.018, -4.632, 2.800)  0.11
H (-1.045, -3.121, 0.619)  0.10
C (2.302, 3.617, -0.866)  -0.10
C (3.320, 4.279, 0.044)  -0.30
O (4.397, 3.393, 0.333)  -0.09
H (1.713, 2.787, -0.474)  0.05
H (2.804, 3.265, -1.775)  0.08
H (1.651, 4.411, -1.245)  0.08
H (2.844, 4.509, 1.008)  0.11
H (3.591, 5.246, -0.373)  0.12
H (4.004, 2.552, 0.591)  0.02
C (0.258, 1.739, 2.650)  -0.03
C (-1.096, 2.023, 1.988)  -0.51
C (-1.254, 3.550, 1.951)  -0.13
C (-2.371, 3.955, 0.994)  -0.16
C (-2.107, 3.339, -0.385)  -0.13
C (-2.084, 1.822, -0.380)  -0.50
N (-1.125, 1.407, 0.662)  -0.09
O (-0.950, 0.017, 0.684)  -0.05
C (-3.494, 1.206, -0.227)  -0.02
C (-1.532, 1.325, -1.725)  -0.03
C (-2.205, 1.473, 2.913)  -0.02
H (0.483, 0.665, 2.696)  0.06
H (0.304, 2.050, 3.694)  0.09
H (1.081, 2.182, 2.085)  0.07
H (-1.405, 3.948, 2.953)  0.13
H (-0.317, 3.968, 1.569)  0.11
H (-2.323, 5.038, 0.863)  0.12
H (-3.373, 3.677, 1.321)  0.11
H (-1.175, 3.769, -0.750)  0.12
H (-2.931, 3.658, -1.028)  0.13
H (-4.018, 1.479, 0.691)  0.07
H (-4.103, 1.548, -1.064)  0.09
H (-3.478, 0.116, -0.178)  0.08
H (-1.418, 0.241, -1.732)  0.07
H (-2.268, 1.586, -2.489)  0.09
H (-0.583, 1.801, -1.979)  0.08
H (-2.017, 1.690, 3.967)  0.09
H (-2.137, 0.380, 2.916)  0.07
H (-3.197, 1.809, 2.628)  0.07
H (-0.022, -0.122, 0.427)  0.04

The energy relative to the best compared isomer or geometry (same formula, charge and spin) comes out at 27.0 kcal/mol. Its orbital gap is 3.6 eV. The molar mass is 738.22 g/mol. For the total energy, the calculation gives -1683.92730 a.u. As for the LUMO energy: -8.00 eV. The net charge is +2.

***

Density functional theory data (ωB97M-V with the def2-TZVPD basis set) for a molecular structure, C19H46BaN3O9Sr at a distorted geometry.

Last column: Löwdin spin population.
Positions of all 79 atoms, in Å:
Sr (-2.560, -14.906, -16.462)  0.33
Ba (-2.828, -16.374, -20.657)  0.44
O (0.920, -14.615, -19.128)  0.00
C (-0.157, -14.711, -18.377)  0.01
O (-0.168, -14.185, -17.242)  0.01
O (-1.174, -15.220, -18.795)  0.08
H (1.487, -13.969, -18.702)  0.00
C (3.889, -9.251, -12.302)  0.00
O (2.845, -10.120, -12.756)  0.00
C (2.077, -9.473, -13.809)  0.00
C (1.079, -10.435, -14.484)  0.00
N (1.697, -11.719, -14.936)  0.00
C (1.945, -11.626, -16.369)  0.00
C (0.908, -11.152, -17.336)  0.00
O (1.189, -9.825, -17.665)  0.00
C (1.342, -9.569, -19.071)  0.00
H (3.282, -8.479, -11.828)  0.00
H (4.372, -8.709, -13.114)  0.00
H (4.564, -9.677, -11.560)  0.00
H (2.676, -9.132, -14.654)  0.00
H (1.800, -8.455, -13.537)  0.00
H (0.527, -9.872, -15.236)  0.00
H (0.379, -10.748, -13.709)  0.00
H (2.393, -11.933, -14.236)  0.00
H (2.277, -12.576, -16.789)  0.00
H (2.837, -11.002, -16.411)  0.00
H (-0.152, -11.274, -17.112)  0.00
H (1.050, -11.768, -18.224)  0.00
H (0.664, -8.728, -19.212)  0.00
H (1.123, -10.417, -19.720)  0.00
H (2.390, -9.298, -19.202)  0.00
C (-2.799, -12.032, -18.153)  0.01
O (-2.803, -12.514, -16.776)  0.02
C (-3.448, -11.781, -15.833)  0.00
C (-3.180, -12.431, -14.485)  0.00
N (-3.787, -13.698, -14.396)  0.00
C (-3.580, -14.336, -13.072)  0.00
C (-2.082, -14.752, -12.843)  0.00
O (-1.396, -14.849, -14.083)  0.01
C (-0.107, -15.513, -13.965)  0.00
H (-3.799, -12.203, -18.551)  0.01
H (-2.166, -12.692, -18.746)  0.00
H (-2.427, -11.026, -18.345)  0.00
H (-4.482, -11.474, -15.995)  0.00
H (-3.059, -10.765, -15.760)  0.00
H (-3.528, -11.637, -13.825)  0.00
H (-2.106, -12.565, -14.352)  0.00
H (-4.787, -13.576, -14.464)  0.00
H (-4.137, -15.268, -13.164)  0.00
H (-4.061, -13.785, -12.263)  0.00
H (-2.099, -15.665, -12.249)  0.00
H (-1.736, -13.900, -12.257)  0.00
H (-0.267, -16.564, -14.205)  0.00
H (0.395, -15.448, -13.000)  0.00
H (0.484, -15.016, -14.734)  0.00
C (-2.229, -12.673, -21.551)  0.01
O (-1.822, -13.972, -21.867)  0.01
C (-0.580, -13.984, -22.592)  0.00
C (-0.166, -15.392, -22.981)  0.00
N (-0.212, -16.271, -21.789)  0.00
C (0.105, -17.627, -22.364)  0.00
C (0.035, -18.778, -21.342)  0.00
O (-1.225, -18.720, -20.737)  0.02
C (-1.716, -19.992, -20.556)  0.01
H (-3.145, -12.787, -20.972)  0.01
H (-2.512, -12.151, -22.465)  0.00
H (-1.480, -12.077, -21.029)  0.00
H (0.114, -13.425, -21.965)  0.00
H (-0.616, -13.343, -23.473)  0.00
H (0.849, -15.252, -23.354)  0.00
H (-0.690, -15.861, -23.814)  0.00
H (0.590, -15.984, -21.248)  0.00
H (1.165, -17.631, -22.617)  0.00
H (-0.471, -17.730, -23.283)  0.00
H (0.807, -18.561, -20.604)  0.00
H (0.355, -19.692, -21.843)  0.00
H (-0.994, -20.744, -20.236)  0.00
H (-2.223, -20.355, -21.450)  0.00
H (-2.430, -20.170, -19.752)  0.00

Its spin multiplicity is 2. Its orbital gap (spin up / spin down) is 4.6 / 6.6 eV. The molar mass is 685.54 g/mol. Its expectation value of S² is 0.75. For the total energy, the calculation gives -1648.61031 a.u. As for the LUMO energy (spin up / spin down): -4.91 / -5.42 eV. The net charge is +2.

***

net charge of number 1 (C19H45Ba2NO11)?
+2

***

net charge of number 1 (C19H45Ba2NO11)?
+2